Density functional theory data (ωB97M-V/def2-TZVPD) for a cluster of 8 separate species, C24H60N7O14P2 in total at a distorted geometry.

Charge: -1
F_max: 0.1206 hartree/bohr
Lowest unoccupied orbital energy: 2.118 eV
HOMO-LUMO gap: 0.2034 hartree

Each line ends with the Mulliken charge.
CARTESIAN COORDINATES (ANGSTROEM)
O: 0.44 -0.19 -1.27  -0.56
P: 0.94 1.28 -0.99  0.69
O: 0.91 1.60 0.75  -0.55
O: 2.65 1.35 -1.46  -0.59
C: 0.01 2.65 -1.94  1.42
C: -1.36 2.30 -2.78  -0.92
O: -2.31 1.42 -2.05  0.03
O: -2.67 1.94 -0.91  -0.40
C: 1.04 3.15 -3.12  -0.97
O: 1.90 4.27 -2.63  -0.52
P: 0.81 5.17 -1.62  -0.07
O: -0.30 3.87 -1.18  -0.38
H: 1.19 2.57 0.91  0.36
H: 2.92 2.29 -1.17  0.36
H: -1.85 3.29 -3.19  0.28
H: -1.02 1.68 -3.74  -0.05
H: -3.04 2.87 -1.03  0.30
H: 0.36 3.70 -3.92  0.53
H: 1.57 2.31 -3.75  0.25
H: 1.66 6.32 -1.84  0.00
H: 0.03 5.59 -2.77  0.14
H: -0.05 6.01 -0.79  0.02
H: 1.53 4.74 -0.44  -0.27
C: 4.53 -3.67 -1.29  0.05
O: 5.34 -4.56 -1.52  -0.58
N: 3.19 -3.71 -1.62  0.21
C: 2.30 -2.61 -1.31  -0.63
C: 2.66 -4.88 -2.29  -0.97
H: 4.83 -2.74 -0.78  0.31
H: 1.50 -2.98 -0.66  0.30
H: 1.87 -2.24 -2.24  0.15
H: 2.83 -1.80 -0.81  0.18
H: 2.83 -5.76 -1.66  0.27
H: 3.20 -5.02 -3.23  0.31
H: 1.59 -4.76 -2.48  0.37
C: 2.76 6.05 1.30  0.05
O: 1.92 5.24 0.93  -0.58
N: 3.58 5.91 2.40  0.28
C: 4.55 6.92 2.77  -0.94
C: 3.46 4.72 3.22  -0.91
H: 2.94 6.99 0.75  0.25
H: 5.55 6.46 2.76  0.34
H: 4.32 7.28 3.77  0.31
H: 4.53 7.76 2.07  0.29
H: 3.66 3.84 2.60  0.26
H: 2.44 4.66 3.60  0.22
H: 4.17 4.75 4.05  0.37
C: -5.34 -1.66 -1.54  0.01
O: -6.18 -2.47 -1.91  -0.63
N: -4.52 -1.80 -0.44  0.23
C: -3.55 -0.79 -0.07  -0.77
C: -4.64 -2.99 0.38  -0.89
H: -5.16 -0.72 -2.09  0.39
H: -2.55 -1.25 -0.08  0.41
H: -3.78 -0.43 0.93  0.32
H: -3.57 0.05 -0.77  0.14
H: -4.44 -3.87 -0.24  0.31
H: -5.66 -3.05 0.76  0.14
H: -3.93 -2.96 1.21  0.40
C: 5.03 -7.91 -0.94  0.07
O: 4.19 -8.72 -1.31  -0.63
N: 5.84 -8.05 0.17  0.11
C: 6.82 -7.04 0.53  -0.88
C: 5.72 -9.24 0.98  -0.95
H: 5.20 -6.97 -1.49  0.38
H: 7.81 -7.49 0.53  0.34
H: 6.58 -6.68 1.54  0.31
H: 6.80 -6.20 -0.17  0.30
H: 5.92 -10.12 0.36  0.29
H: 4.70 -9.30 1.37  0.29
H: 6.43 -9.21 1.82  0.37
C: 1.11 3.60 5.95  0.07
O: 2.20 3.74 5.41  -0.56
N: 0.29 4.62 6.38  0.13
C: -0.99 4.37 7.01  -0.94
C: 0.73 5.99 6.21  -0.85
H: 0.68 2.60 6.13  0.30
H: -1.77 4.85 6.41  0.35
H: -0.98 4.80 8.02  0.34
H: -1.19 3.30 7.08  0.29
H: 0.89 6.18 5.14  0.22
H: 1.68 6.14 6.74  0.29
H: -0.02 6.69 6.60  0.37
C: 0.76 0.02 -6.55  0.03
O: 1.10 0.67 -5.57  -0.53
N: 0.00 -1.13 -6.52  0.20
C: -0.35 -1.85 -7.73  -0.96
C: -0.46 -1.64 -5.25  -0.87
H: 1.06 0.31 -7.57  0.27
H: -1.44 -1.88 -7.81  0.33
H: 0.04 -2.86 -7.67  0.33
H: 0.06 -1.35 -8.62  0.29
H: -1.07 -0.88 -4.76  0.25
H: 0.41 -1.85 -4.62  0.27
H: -1.05 -2.55 -5.39  0.36
C: -7.94 -0.32 2.63  0.12
O: -7.60 0.33 3.61  -0.60
N: -8.70 -1.47 2.66  0.12
C: -9.05 -2.18 1.45  -0.94
C: -9.16 -1.98 3.93  -0.96
H: -7.64 -0.02 1.61  0.30
H: -10.14 -2.22 1.37  0.36
H: -8.66 -3.20 1.51  0.34
H: -8.64 -1.69 0.56  0.29
H: -9.77 -1.21 4.42  0.28
H: -8.29 -2.19 4.56  0.31
H: -9.75 -2.89 3.79  0.38

---

Density functional theory data (ωB97M-V/def2-TZVPD) for an isolated molecule of C18H27N3O4S at a distorted geometry.

SMILES: O=C(NCCc1ccccc1)C1CCN(S(=O)(=O)N2CCOCC2)CC1
F_max: 0.0209 hartree/bohr
Lowest unoccupied orbital energy: 0.658 eV
HOMO-LUMO gap: 0.3589 hartree

Each line ends with the Mulliken charge.
CARTESIAN COORDINATES (ANGSTROEM)
O: -1.80 -0.94 -2.24  -0.66
C: -1.55 0.24 -2.43  0.13
N: -1.07 0.69 -3.61  -0.09
C: -0.67 -0.20 -4.68  -0.79
C: 0.85 -0.17 -4.90  -1.29
C: 1.59 -0.48 -3.63  0.86
C: 2.32 0.51 -2.98  -0.40
C: 2.99 0.24 -1.79  -0.50
C: 2.92 -1.03 -1.24  -0.50
C: 2.19 -2.02 -1.87  -0.61
C: 1.53 -1.74 -3.06  -0.27
C: -1.75 1.35 -1.41  0.14
C: -0.40 1.71 -0.78  -0.82
C: 0.10 0.58 0.11  -1.20
N: -0.86 0.25 1.15  0.28
S: -0.90 1.31 2.45  1.16
O: -2.24 1.66 2.77  -0.71
O: 0.06 2.36 2.25  -0.70
N: -0.33 0.38 3.70  -0.09
C: -1.20 -0.72 4.07  -0.43
C: -0.68 -1.31 5.38  -0.73
O: 0.66 -1.74 5.25  -0.39
C: 1.50 -0.67 4.88  -0.75
C: 1.04 -0.05 3.56  -0.37
C: -2.15 -0.13 0.61  -1.10
C: -2.74 0.95 -0.30  -1.36
H: -0.83 1.66 -3.71  0.31
H: -0.99 -1.20 -4.37  0.37
H: -1.18 0.07 -5.60  0.38
H: 1.15 0.81 -5.27  0.39
H: 1.10 -0.92 -5.66  0.39
H: 2.39 1.50 -3.41  0.33
H: 3.55 1.01 -1.30  0.40
H: 3.43 -1.24 -0.31  0.43
H: 2.13 -3.01 -1.45  0.41
H: 0.97 -2.52 -3.55  0.38
H: -2.15 2.22 -1.93  0.54
H: 0.35 1.91 -1.55  0.42
H: -0.51 2.60 -0.16  0.56
H: 1.03 0.87 0.60  0.55
H: 0.27 -0.33 -0.48  0.34
H: -2.20 -0.31 4.20  0.45
H: -1.20 -1.49 3.29  0.30
H: -1.25 -2.20 5.66  0.35
H: -0.75 -0.56 6.18  0.37
H: 2.50 -1.08 4.79  0.35
H: 1.48 0.11 5.66  0.37
H: 1.64 0.83 3.31  0.46
H: 1.13 -0.79 2.75  0.27
H: -2.82 -0.30 1.46  0.46
H: -2.02 -1.06 0.05  0.66
H: -3.66 0.57 -0.75  0.45
H: -2.97 1.82 0.31  0.51